16
Properties=species:S:1:pos:R:3:forces:R:3 method="wB97M-V/def2-TZVPD" charge=+1 homo_lumo_gap_ev="5.9293 / 4.2374" homo_energy_ev="-12.734 / -12.734" s2=0.759 fmax_ha_per_bohr=0.092 total_energy_ev=-8288.5550 multiplicity=2
C -1.403 0.619 2.383 0.0 0.2 -4.0
O -1.583 -0.764 1.625 0.1 4.2 -2.2
C -2.685 1.381 2.710 -1.5 -3.1 -0.4
H -0.881 0.334 3.212 1.5 -0.6 2.1
H -0.742 1.291 1.659 -1.1 -1.4 1.7
H -3.491 0.592 3.021 1.4 1.4 -0.5
H -2.661 2.106 3.512 0.5 0.2 0.0
H -2.988 1.787 1.758 -0.6 0.6 0.0
N 1.640 -1.101 -3.475 1.8 1.5 3.7
C 2.883 -1.005 -2.621 -3.4 0.1 -2.1
N 4.075 -0.542 -2.887 -2.5 -0.4 0.5
H 0.925 -1.482 -2.805 0.8 0.0 -0.9
H 1.205 -0.167 -3.706 1.2 -0.9 -0.6
H 2.619 -1.420 -1.640 0.8 -0.1 0.2
H -1.569 -0.422 0.624 -0.3 -1.4 3.3
H 4.654 -1.205 -3.371 1.2 -0.3 -0.7

***

16
Properties=species:S:1:pos:R:3:forces:R:3 method="wB97M-V/def2-TZVPD" charge=+1 homo_lumo_gap_ev="10.1227 / 7.4597" homo_energy_ev="-14.769 / -14.654" s2=0.761 fmax_ha_per_bohr=0.108 total_energy_ev=-8288.9292 multiplicity=2
C 0.136 -1.589 -1.399 -2.7 -0.7 2.1
C 0.916 0.745 -1.378 -1.6 -3.9 0.8
N 0.755 -0.438 -0.764 -0.8 2.9 -1.9
H 0.031 -1.618 -2.469 0.2 0.5 -0.4
H 0.538 -2.543 -1.037 0.5 0.5 -0.2
H -0.921 -1.613 -0.889 1.5 -0.1 -1.3
H 0.432 0.873 -2.416 1.6 0.1 1.5
H 1.364 1.460 -0.707 -0.2 0.8 -0.6
H 0.435 -0.420 0.380 2.2 -0.4 -1.0
N 0.383 -0.345 1.767 -0.7 1.3 2.8
C -1.117 1.295 1.075 -0.2 5.5 -0.4
O -0.741 2.294 0.434 -0.2 -2.8 0.5
H -0.387 -0.533 2.487 1.4 -0.2 -1.1
H 0.902 0.493 2.178 -0.4 -1.4 -0.5
H -1.359 1.571 2.103 -0.2 -0.9 0.5
H -1.368 0.369 0.637 -0.5 -1.2 -0.8

***

17
Properties=species:S:1:pos:R:3:forces:R:3 method="wB97M-V/def2-TZVPD" charge=-1 homo_lumo_gap_ev="3.2783 / 7.3232" homo_energy_ev="0.716 / -3.561" s2=0.753 fmax_ha_per_bohr=0.040 total_energy_ev=-10345.4362 multiplicity=2
N 0.299 -1.486 -1.818 -0.7 0.1 -1.3
C -0.342 -2.257 0.497 -0.1 -0.6 0.9
O -1.004 -1.402 1.024 -0.1 -0.1 -0.2
H 1.020 -2.119 -1.618 1.0 -0.3 0.6
H -0.504 -1.960 -2.160 -0.6 -0.4 -0.4
H -0.798 -3.215 0.159 0.0 0.2 -0.3
H 0.758 -2.266 0.493 0.0 0.3 0.1
O 0.006 1.702 1.755 -0.3 0.5 0.3
C 0.920 1.528 0.910 0.6 -1.2 -0.6
C 0.669 1.460 -0.591 -0.5 0.6 1.9
N -0.645 0.886 -0.903 0.1 0.0 -0.7
H 1.995 1.492 1.173 0.0 0.1 0.1
H 0.690 2.530 -0.903 -0.1 -0.2 -0.7
H 1.478 0.878 -1.029 0.1 0.2 -0.4
H -1.273 1.553 -1.317 -0.1 0.1 0.1
H 0.000 -0.627 -1.338 0.6 0.0 -0.1
H -1.091 0.405 -0.134 0.2 0.6 0.6

***

17
Properties=species:S:1:pos:R:3:forces:R:3 method="wB97M-V/def2-TZVPD" charge=0 homo_lumo_gap_ev=10.7723 homo_energy_ev=-9.764 fmax_ha_per_bohr=0.050 total_energy_ev=-10343.6296
C -0.832 0.135 0.441 0.1 0.1 0.2
C 0.361 0.398 1.358 -0.2 0.0 -0.2
C -2.326 -1.530 1.114 0.0 0.1 0.2
O -0.514 0.386 -0.914 0.0 -0.1 0.0
N -1.226 -1.254 0.574 0.1 -0.1 -0.1
H 0.131 -0.291 -1.212 -0.1 0.1 0.1
H -1.656 0.824 0.680 0.0 -0.1 0.0
H 0.699 1.427 1.234 0.0 0.0 0.0
H 0.083 0.243 2.400 0.0 0.0 0.0
H 1.176 -0.279 1.103 0.0 0.0 0.0
H -3.027 -0.776 1.497 0.1 0.0 -0.1
H -2.600 -2.572 1.250 -0.1 0.0 -0.1
N 2.018 -0.141 -1.945 1.1 1.6 1.2
O 1.777 1.454 -1.895 -1.0 0.6 -0.7
H 0.881 1.454 -1.483 0.2 0.0 0.0
H 2.436 -0.227 -2.875 0.0 0.2 0.1
H 2.620 0.750 -1.327 -0.3 -2.5 -0.6

***

17
Properties=species:S:1:pos:R:3:forces:R:3 method="wB97M-V/def2-TZVPD" charge=0 homo_lumo_gap_ev=10.6858 smiles="NC=O.NCCO" homo_energy_ev=-9.708 fmax_ha_per_bohr=0.017 total_energy_ev=-10348.2843
N 2.246 0.149 -2.034 0.6 -0.5 0.4
C 2.648 -1.153 -2.146 -0.4 0.1 -0.4
O 2.186 -2.050 -1.477 0.0 -0.1 0.1
H 1.878 0.320 -1.106 -0.3 0.5 -0.1
H 2.915 0.821 -2.364 0.0 0.3 -0.1
H 3.365 -1.328 -2.965 0.1 -0.1 0.1
N -2.868 0.510 1.759 0.0 0.7 0.1
C -1.744 0.792 0.855 -0.2 -0.8 -0.2
C -0.639 -0.207 1.171 0.1 0.5 0.0
O 0.408 -0.095 0.220 0.2 0.2 -0.2
H -3.609 1.171 1.570 -0.3 -0.1 -0.3
H -2.615 0.780 2.699 0.3 -0.2 0.3
H -1.364 1.816 0.869 0.1 0.0 0.1
H -2.091 0.581 -0.159 0.1 0.1 0.0
H -1.065 -1.207 1.198 0.0 -0.1 0.0
H -0.209 0.022 2.150 -0.1 -0.1 0.1
H 0.560 -0.924 -0.240 0.0 -0.4 0.1

***

17
Properties=species:S:1:pos:R:3:forces:R:3 method="wB97M-V/def2-TZVPD" charge=0 homo_lumo_gap_ev=10.2168 smiles="CC(=O)ON.CN" homo_energy_ev=-9.415 fmax_ha_per_bohr=0.050 total_energy_ev=-10346.6399
C 1.451 1.150 -0.858 0.1 -0.6 -0.3
C 0.147 1.514 -0.215 -1.1 1.5 0.7
O 0.016 2.376 0.639 -0.1 -2.0 -1.6
O -0.913 0.779 -0.809 0.5 1.3 0.8
N -2.226 1.235 -0.356 0.7 -0.4 -0.1
H 1.949 2.047 -1.232 -0.2 0.0 0.2
H 2.094 0.677 -0.112 -0.1 0.1 -0.1
H 1.312 0.445 -1.682 0.0 0.1 0.2
H -2.726 1.381 -1.233 0.2 0.0 0.1
H -2.614 0.382 0.048 0.0 0.2 0.0
C 0.308 -1.385 1.299 -0.9 0.5 0.1
N 0.311 -1.959 -0.036 0.0 -0.5 -0.4
H 1.332 -1.186 1.624 -0.2 0.1 0.0
H -0.184 -2.046 2.019 0.1 0.1 0.3
H -0.304 -0.446 1.270 0.8 -0.7 0.2
H 0.696 -2.902 -0.005 -0.1 0.3 -0.1
H -0.649 -2.062 -0.361 0.3 0.1 0.0

***

17
Properties=species:S:1:pos:R:3:forces:R:3 method="wB97M-V/def2-TZVPD" charge=0 homo_lumo_gap_ev=9.4077 smiles="COC(N)=O.CN" homo_energy_ev=-8.604 fmax_ha_per_bohr=0.071 total_energy_ev=-10347.8662
C -0.571 1.902 -1.751 0.2 -0.2 -0.5
O -0.610 1.443 -0.407 0.3 -0.5 1.1
C -0.785 0.091 -0.235 -2.6 -0.1 -2.6
N -1.842 -0.149 0.609 1.1 0.4 0.0
O -0.388 -0.750 -1.033 0.2 0.8 1.0
H -0.021 1.201 -2.383 0.0 0.1 0.1
H -1.592 2.010 -2.139 0.2 0.0 0.1
H -0.071 2.867 -1.745 0.0 0.0 0.0
H -2.158 0.611 1.189 -0.1 -0.3 0.1
H -2.132 -1.107 0.718 0.1 0.2 0.3
C 1.335 -0.987 1.549 -2.0 1.5 -0.6
N 1.773 -1.754 0.435 0.1 -0.5 -1.4
H 0.594 -1.548 2.120 0.2 -0.2 0.3
H 2.165 -0.697 2.192 -0.2 0.3 -0.1
H 0.660 -0.086 1.166 1.9 -0.9 1.3
H 1.041 -1.711 -0.308 0.9 -0.3 0.8
H 2.604 -1.337 0.026 -0.1 -0.1 0.1

***

17
Properties=species:S:1:pos:R:3:forces:R:3 method="wB97M-V/def2-TZVPD" charge=0 homo_lumo_gap_ev=10.4447 smiles="NCCN.O=CO" homo_energy_ev=-9.625 fmax_ha_per_bohr=0.030 total_energy_ev=-10348.5224
N 1.192 2.249 0.356 -0.1 -0.4 0.5
C 0.346 1.274 -0.354 -0.3 0.2 0.2
C 1.023 -0.085 -0.380 1.0 -0.3 -0.1
N 0.203 -1.072 -1.131 0.3 1.0 -1.2
H 0.731 3.158 0.360 0.2 -0.3 0.0
H 1.270 1.950 1.347 -0.1 0.4 -0.9
H 0.153 1.617 -1.392 0.2 -0.1 0.5
H -0.628 1.168 0.148 0.0 -0.1 -0.3
H 1.147 -0.490 0.646 -0.1 0.3 -0.6
H 2.032 -0.005 -0.862 -0.7 0.1 0.5
H 0.658 -1.973 -1.076 0.0 -0.2 -0.1
H 0.181 -0.791 -2.143 -0.1 -0.5 1.3
O -0.681 -1.516 1.803 -1.2 0.0 -0.6
C -1.800 -1.484 1.292 1.2 0.4 -0.8
O -2.065 -1.219 0.016 1.1 -0.2 0.9
H -2.693 -1.657 1.873 -0.5 -0.1 0.3
H -1.069 -1.124 -0.502 -1.1 -0.2 0.3

***

17
Properties=species:S:1:pos:R:3:forces:R:3 method="wB97M-V/def2-TZVPD" charge=0 homo_lumo_gap_ev=10.5088 smiles=CNO[C@@H](C)ON homo_energy_ev=-9.448 fmax_ha_per_bohr=0.065 total_energy_ev=-10344.1991
C -0.248 -2.319 0.769 0.2 -0.2 0.4
N -0.276 -1.375 -0.329 2.9 1.3 -0.8
O 1.193 -0.591 -0.261 -2.7 -1.3 0.6
C 0.919 0.754 -0.015 -1.2 1.0 0.6
C 0.671 1.554 -1.290 -0.4 -0.2 0.0
O -0.158 0.838 1.006 1.0 0.3 -0.7
N -1.349 1.528 0.598 0.4 -0.6 -0.2
H -0.894 -3.170 0.516 0.0 0.2 -0.1
H 0.756 -2.711 0.961 -0.1 0.0 0.0
H -0.637 -1.864 1.683 0.1 0.1 -0.2
H 0.036 -1.846 -1.179 -0.5 -0.2 0.1
H 1.785 1.184 0.506 0.1 -0.4 -0.1
H 1.545 1.478 -1.942 0.0 -0.1 0.3
H 0.483 2.609 -1.073 0.0 -0.2 0.0
H -0.176 1.146 -1.848 0.0 0.1 0.2
H -1.635 2.020 1.441 0.1 -0.1 -0.1
H -2.014 0.765 0.455 0.0 0.2 0.0

***

17
Properties=species:S:1:pos:R:3:forces:R:3 method="wB97M-V/def2-TZVPD" charge=0 homo_lumo_gap_ev=10.4103 smiles=CCON(N)CO homo_energy_ev=-9.387 fmax_ha_per_bohr=0.024 total_energy_ev=-10345.8313
C -1.743 0.959 0.926 0.5 0.0 0.2
C -0.268 1.241 1.198 -0.4 0.2 -0.2
O 0.563 0.127 0.949 0.6 -0.9 -0.5
N 0.559 -0.203 -0.464 -0.3 0.8 0.3
N 1.802 0.027 -1.052 0.1 -0.1 0.2
C 0.207 -1.605 -0.617 0.1 -0.2 0.5
O -0.212 -1.839 -1.920 0.0 0.0 -0.5
H -2.321 1.863 1.082 -0.2 0.1 0.0
H -2.108 0.186 1.597 -0.1 -0.1 0.1
H -1.871 0.626 -0.099 -0.1 0.0 -0.1
H -0.096 1.456 2.256 0.0 0.1 -0.1
H 0.068 2.097 0.599 0.0 0.0 0.1
H 2.569 -0.440 -0.559 -0.2 0.1 0.1
H 1.979 1.025 -1.079 -0.1 -0.1 -0.1
H 1.065 -2.256 -0.350 -0.2 0.2 0.0
H -0.635 -1.824 0.045 0.2 0.1 -0.1
H 0.443 -1.441 -2.511 0.0 -0.1 0.1

***

17
Properties=species:S:1:pos:R:3:forces:R:3 method="wB97M-V/def2-TZVPD" charge=0 homo_lumo_gap_ev=10.4289 smiles="CNC(=O)CN.O" homo_energy_ev=-9.607 fmax_ha_per_bohr=0.068 total_energy_ev=-10348.0009
C 0.725 -2.133 1.214 1.1 -3.1 -0.6
N -0.129 -1.332 0.405 0.3 2.6 -2.3
C 0.337 -0.784 -0.849 1.9 0.2 0.2
O 1.376 -1.113 -1.468 -2.6 0.2 2.0
C -0.491 0.434 -1.418 -0.6 -2.7 1.0
N 0.113 1.728 -1.069 -0.9 -1.0 -0.5
H 0.211 -2.524 2.070 -1.0 -0.4 0.1
H 1.044 -3.065 0.578 -0.3 1.8 1.3
H 1.595 -1.745 1.753 0.3 0.9 -1.0
H -0.779 -0.685 0.880 0.6 -0.6 -0.4
H -1.440 0.277 -0.937 -0.8 0.6 0.3
H -0.697 0.133 -2.459 0.6 0.8 0.0
H 1.079 1.499 -1.050 1.3 0.4 0.0
H -0.042 2.337 -1.853 0.1 0.4 -0.2
O -1.178 2.006 1.504 -0.1 -0.3 -0.9
H -0.819 2.257 0.624 0.0 -0.4 0.3
H -0.904 2.709 2.076 0.2 0.5 0.6

***

17
Properties=species:S:1:pos:R:3:forces:R:3 method="wB97M-V/def2-TZVPD" charge=0 homo_lumo_gap_ev=10.5884 smiles="C[C@H](N)C(N)=O.O" homo_energy_ev=-9.676 fmax_ha_per_bohr=0.022 total_energy_ev=-10349.0489
C -0.545 0.845 -0.797 -0.8 -0.3 -0.7
C -0.410 -0.606 -0.337 0.5 -0.3 -0.2
N -1.697 -1.299 -0.336 -0.1 0.5 0.5
C 0.246 -0.617 1.044 -0.8 0.3 0.0
N -0.629 -0.393 2.066 0.4 -0.3 -0.7
O 1.444 -0.719 1.188 0.5 0.0 0.1
H -1.518 1.253 -0.520 0.2 0.1 0.5
H 0.284 1.442 -0.440 0.0 0.2 -0.1
H -0.583 0.864 -1.891 0.4 0.1 0.1
H 0.314 -1.087 -1.001 0.1 0.0 0.1
H -2.122 -1.279 -1.251 0.0 0.0 -0.1
H -1.627 -2.255 -0.017 0.1 -0.1 -0.2
H -0.287 -0.574 2.993 -0.3 0.1 0.1
H -1.595 -0.463 1.790 -0.2 -0.1 0.5
O 2.695 1.503 -1.145 0.2 0.1 0.3
H 3.274 2.269 -1.085 0.0 0.0 -0.2
H 2.758 1.116 -0.261 -0.1 -0.3 -0.1

***

17
Properties=species:S:1:pos:R:3:forces:R:3 method="wB97M-V/def2-TZVPD" charge=0 homo_lumo_gap_ev=9.3447 smiles="NC(=O)O.CCN" homo_energy_ev=-8.759 fmax_ha_per_bohr=0.088 total_energy_ev=-10348.1166
N -2.352 -0.346 0.700 1.1 0.2 0.2
C -1.678 0.474 -0.182 -3.9 0.6 -2.2
O -1.599 0.189 -1.382 0.8 0.2 1.5
O -1.768 1.787 0.236 0.6 -0.5 0.4
H -2.408 -0.064 1.665 0.1 -0.1 0.0
H -2.358 -1.331 0.488 0.1 0.1 0.1
H -1.892 2.350 -0.539 0.3 -0.3 -0.1
C 2.057 -0.646 0.805 0.0 0.2 -0.2
C 1.268 0.202 -0.170 -2.9 0.7 1.3
N 1.101 -0.381 -1.446 -0.6 -0.2 -1.6
H 3.044 -0.863 0.392 0.0 0.0 0.0
H 2.187 -0.127 1.751 0.0 0.0 0.1
H 1.552 -1.595 0.984 0.0 -0.1 0.1
H 0.112 0.393 0.256 3.0 -0.3 -0.1
H 1.661 1.215 -0.268 0.1 -0.1 0.1
H 0.297 0.085 -1.926 1.1 -0.5 0.4
H 0.777 -1.342 -1.364 0.2 0.1 0.1

***

17
Properties=species:S:1:pos:R:3:forces:R:3 method="wB97M-V/def2-TZVPD" charge=0 homo_lumo_gap_ev=10.3627 smiles="CC(=O)NCN.O" homo_energy_ev=-9.615 fmax_ha_per_bohr=0.038 total_energy_ev=-10348.3863
C -2.595 0.321 0.777 -1.9 0.2 0.3
C -1.281 -0.384 0.875 0.4 0.8 -0.1
O -1.235 -1.533 1.239 0.1 -0.5 0.1
N -0.147 0.338 0.513 -0.8 -0.9 -1.0
C 0.942 -0.457 -0.085 -0.4 -0.6 1.5
N 0.702 -0.822 -1.456 0.3 0.7 -1.8
H -3.233 -0.274 0.112 0.3 0.0 -0.1
H -2.730 1.364 0.484 0.9 0.0 -0.3
H -3.165 0.275 1.712 0.5 -0.3 0.2
H -0.385 1.127 -0.087 0.2 -0.1 0.3
H 1.032 -1.421 0.431 0.1 0.8 0.9
H 1.778 0.214 0.094 0.6 -0.6 -0.7
H 1.537 -1.197 -1.890 0.3 0.3 0.1
H 0.042 -1.575 -1.608 -0.3 0.2 0.7
O 2.767 2.010 -1.114 -0.1 0.2 0.4
H 2.274 1.502 -1.767 0.3 0.0 -0.2
H 3.672 2.141 -1.413 -0.2 -0.2 -0.3

***

17
Properties=species:S:1:pos:R:3:forces:R:3 method="wB97M-V/def2-TZVPD" charge=0 homo_lumo_gap_ev=9.9334 smiles="CNC(=O)CN.O" homo_energy_ev=-9.236 fmax_ha_per_bohr=0.023 total_energy_ev=-10348.2180
C -1.122 0.541 0.707 0.3 -0.6 -0.4
N -0.158 -0.533 0.483 0.1 1.0 0.4
C 1.043 -0.585 1.117 0.0 -1.2 -0.1
O 1.266 -0.096 2.203 0.1 0.7 0.0
C 2.080 -1.429 0.387 -0.4 -0.5 -0.8
N 2.593 -0.721 -0.781 0.1 0.3 0.0
H -2.060 0.018 0.572 -0.6 0.7 0.4
H -0.977 1.017 1.667 -0.2 -0.5 0.4
H -1.021 1.361 -0.004 0.0 -0.2 -0.4
H -0.382 -1.180 -0.248 0.4 0.1 -0.3
H 1.566 -2.285 -0.074 0.0 0.0 0.5
H 2.810 -1.822 1.094 0.1 0.2 0.1
H 3.308 -0.040 -0.569 0.0 0.0 0.1
H 2.944 -1.358 -1.477 0.1 0.0 0.0
O -3.571 2.461 -1.591 -0.7 -0.1 -0.2
H -4.275 3.028 -1.932 0.3 0.3 0.0
H -4.045 1.621 -1.554 0.3 -0.2 0.1